{
  "formula": "C24H22IIrN10O7P2S",
  "method": "ωB97M-V/def2-TZVPD",
  "symbols": ["Ir", "N", "C", "N", "C", "N", "C", "C", "N", "C", "C", "N", "H", "H", "H", "H", "H", "O", "P", "O", "O", "O", "P", "O", "O", "O", "H", "H", "S", "C", "N", "N", "C", "C", "C", "C", "C", "C", "N", "N", "C", "C", "C", "C", "C", "C", "H", "H", "H", "H", "H", "H", "H", "H", "H", "H", "H", "I", "C", "C", "C", "C", "N", "C", "H", "H", "H", "H"],
  "coordinates": [[-0.1920, -0.3090, 0.2873], [-0.7477, 0.4402, 4.3528], [-0.9782, -0.3295, 3.2999], [-0.1953, 0.0951, 2.3209], [0.4793, 1.1710, 2.8449], [0.1623, 1.3958, 4.0871], [1.3524, 1.9586, 1.9950], [1.9400, 3.1630, 2.3796], [2.6204, 3.8883, 1.5112], [2.7423, 3.4345, 0.2705], [2.1959, 2.2142, -0.1125], [1.5055, 1.4996, 0.7583], [-1.1926, 0.4127, 5.2563], [-1.6771, -1.1457, 3.2424], [1.8381, 3.5271, 3.3945], [3.2866, 4.0506, -0.4335], [2.3100, 1.8167, -1.1133], [-3.5717, 0.8506, 2.4658], [-3.5886, 0.3790, 0.9197], [-4.8946, -0.1304, 0.4996], [-2.3990, -0.5641, 0.7802], [-3.2486, 1.7385, 0.1075], [-1.8703, 2.5594, 0.0405], [-1.5397, 2.8812, 1.5902], [-2.0066, 3.7751, -0.7551], [-0.7679, 1.5840, -0.4033], [-4.4442, 1.2180, 2.6798], [-1.9097, 3.7572, 1.7878], [2.2822, -1.2168, 0.3596], [2.3170, -1.4752, -1.3872], [3.3959, -1.9987, -1.9715], [4.5032, -2.0560, -1.2679], [5.6086, -2.7550, -1.6960], [5.5426, -3.5639, -2.8400], [6.6613, -4.2647, -3.2382], [7.8478, -4.1662, -2.5168], [7.9112, -3.3589, -1.3854], [6.8018, -2.6533, -0.9700], [1.2992, -1.1722, -2.1504], [0.1426, -0.7524, -1.6863], [-0.7619, -0.3163, -2.6497], [-0.2988, 0.0277, -3.9366], [-1.1829, 0.4859, -4.8867], [-2.5415, 0.5885, -4.6005], [-3.0094, 0.2144, -3.3461], [-2.1354, -0.2310, -2.3783], [4.5434, -1.5752, -0.3698], [4.6106, -3.6185, -3.3830], [6.6080, -4.8968, -4.1139], [8.7224, -4.7156, -2.8371], [8.8341, -3.2835, -0.8269], [6.8475, -2.0171, -0.0933], [0.7547, -0.0709, -4.1484], [-0.8167, 0.7796, -5.8613], [-3.2318, 0.9570, -5.3467], [-4.0649, 0.2706, -3.1158], [-2.5269, -0.5095, -1.4128], [1.4920, -5.9753, 2.1776], [0.1419, -4.7678, 1.1264], [-0.8607, -5.3096, 0.3356], [-1.7138, -4.4377, -0.3210], [-1.5200, -3.0744, -0.1985], [-0.5255, -2.5654, 0.5356], [0.2741, -3.3941, 1.2099], [-0.9796, -6.3801, 0.2413], [-2.5246, -4.8077, -0.9320], [-2.1825, -2.3714, -0.6819], [1.0443, -2.9599, 1.8276]],
  "forces_ev_per_a": [[-0.12, 0.78, -0.12], [-0.12, -0.20, -0.12], [0.01, -0.08, 0.20], [0.21, 0.15, -0.22], [-0.25, -0.26, 0.14], [0.20, 0.21, -0.01], [0.33, 0.39, -0.08], [-0.12, -0.30, -0.03], [0.15, 0.27, 0.07], [-0.07, -0.21, 0.03], [0.11, 0.09, -0.11], [-0.30, -0.03, 0.10], [-0.04, -0.04, 0.03], [-0.08, 0.05, 0.01], [-0.01, 0.04, -0.02], [0.00, -0.03, -0.02], [-0.05, 0.02, -0.01], [-0.05, -0.02, -0.18], [-1.03, -0.02, -0.07], [0.15, 0.14, 0.02], [0.90, 0.01, 0.07], [0.42, -0.14, 0.12], [-0.79, 1.01, 0.03], [0.00, 0.00, -0.21], [0.02, -0.20, 0.04], [0.54, -1.64, 0.41], [0.17, -0.12, 0.06], [0.15, -0.18, 0.07], [-0.27, -0.21, -0.37], [-0.67, 0.49, 1.72], [0.40, -0.44, -0.81], [-0.25, 0.27, 0.36], [0.41, -0.39, -0.33], [-0.20, 0.19, 0.15], [0.09, 0.00, 0.06], [-0.02, 0.01, -0.01], [0.08, -0.08, -0.04], [-0.24, 0.11, 0.05], [0.26, -0.12, -1.30], [0.04, 0.00, 0.90], [-0.27, 0.07, -0.74], [0.13, -0.11, 0.29], [-0.14, 0.07, -0.08], [0.05, -0.03, 0.08], [-0.09, 0.03, -0.09], [0.17, -0.03, 0.11], [0.13, 0.06, -0.02], [0.02, -0.03, -0.03], [0.02, 0.01, -0.01], [0.00, 0.00, 0.01], [0.00, 0.01, 0.00], [0.01, -0.02, 0.01], [-0.01, 0.05, -0.04], [0.03, -0.04, 0.01], [0.01, -0.01, -0.02], [0.01, 0.02, 0.02], [0.01, 0.02, -0.02], [-0.22, 0.16, -0.14], [0.17, -0.19, 0.19], [0.00, 0.12, 0.01], [0.02, -0.04, 0.03], [-0.14, -0.05, -0.13], [0.02, 0.51, -0.11], [0.00, -0.10, 0.13], [0.01, -0.01, 0.00], [0.00, 0.03, -0.01], [0.09, -0.08, 0.01], [0.02, 0.06, -0.05]],
  "mulliken_charge": [0.883, 0.191, -0.525, 0.315, 0.347, -0.736, 0.229, -0.486, -0.555, -0.459, -0.396, 0.647, 0.217, 0.588, 0.503, 0.404, 0.456, -0.547, 0.663, -0.756, -0.207, -0.387, 0.420, -0.399, -0.720, -0.102, 0.332, 0.306, -0.462, 0.595, -0.776, 0.503, 0.727, -0.324, -0.550, -0.486, -0.561, -0.474, -1.009, 1.366, 1.172, -0.740, -0.697, -0.580, -1.273, 0.316, 0.257, 0.419, 0.378, 0.386, 0.377, 0.345, 0.488, 0.402, 0.418, 0.492, 0.019, 0.126, -0.705, -0.058, -1.189, 0.133, 0.143, -0.271, 0.448, 0.504, 0.321, 0.593],
  "e_above_lowest_kj_mol": 30.7,
  "multiplicity": 6,
  "homo_energy_ev": [-9.85, -11.39],
  "charge": 1,
  "gap_ev": [5.80, 5.08],
  "lumo_ev": [-4.050, -6.315]
}


{
  "formula": "C29H46O8",
  "method": "ωB97M-V/def2-TZVPD",
  "symbols": ["C", "C", "C", "C", "C", "C", "O", "C", "O", "C", "O", "O", "C", "C", "C", "O", "C", "C", "C", "C", "C", "C", "H", "H", "H", "H", "H", "H", "H", "H", "H", "H", "H", "H", "H", "H", "H", "H", "H", "H", "H", "H", "H", "H", "C", "C", "C", "O", "C", "H", "H", "H", "H", "H", "H", "H", "H", "C", "C", "C", "O", "C", "H", "H", "H", "H", "H", "H", "H", "H", "C", "C", "C", "O", "C", "H", "H", "H", "H", "H", "H", "H", "H"],
  "coordinates": [[2.6143, 2.9587, -2.1335], [2.9752, 1.5205, -2.5121], [2.4245, 1.2271, -3.9177], [2.3926, 0.5819, -1.4239], [3.2348, 0.6721, -0.1251], [2.3506, -0.8594, -1.9019], [1.6992, -1.7552, -0.9818], [0.4134, -1.4439, -0.7104], [0.3063, -0.7785, 0.6048], [-1.0017, -0.9260, 0.9231], [-1.6996, -0.1226, 1.4492], [-1.4084, -2.1670, 0.5243], [-0.4898, -2.6511, -0.4677], [-1.2608, -3.1425, -1.6945], [-1.6598, -2.0246, -2.6433], [-1.0895, -1.9180, -3.7094], [-2.7017, -1.0448, -2.2310], [-2.6370, 0.2417, -2.7667], [-3.5866, 1.1877, -2.4200], [-4.6166, 0.8429, -1.5515], [-4.6816, -0.4341, -1.0126], [-3.7203, -1.3765, -1.3379], [3.1304, 3.6734, -2.7743], [1.5323, 3.0899, -2.2302], [2.8674, 3.1678, -1.0930], [4.0618, 1.4010, -2.4949], [1.3894, 0.8841, -3.8671], [3.0229, 0.5015, -4.4689], [2.4232, 2.1467, -4.5068], [1.3946, 0.9668, -1.1907], [2.6431, 1.0083, 0.7244], [3.6320, -0.3100, 0.1365], [4.0729, 1.3566, -0.2621], [3.3771, -1.2263, -1.9699], [1.9051, -0.9805, -2.8901], [-0.0383, -0.7341, -1.4110], [0.1175, -3.4740, -0.0869], [-2.1254, -3.7112, -1.3495], [-0.6272, -3.8183, -2.2693], [-1.8325, 0.4858, -3.4494], [-3.5257, 2.1896, -2.8246], [-5.3686, 1.5724, -1.2782], [-5.4837, -0.6960, -0.3351], [-3.7555, -2.3631, -0.8993], [-0.8914, -1.0625, 5.1931], [-1.7480, -0.6116, 6.3741], [-1.1251, 0.7396, 6.7036], [-0.6434, 1.2710, 5.4717], [-0.6613, 0.2533, 4.4617], [-1.3698, -1.8116, 4.5627], [0.0558, -1.4719, 5.5526], [-2.7856, -0.4841, 6.0581], [-1.7305, -1.2994, 7.2188], [-0.2834, 0.6269, 7.3968], [-1.8370, 1.4428, 7.1385], [-1.4703, 0.4632, 3.7627], [0.2824, 0.2800, 3.9149], [6.5575, 6.3214, -1.1993], [7.6841, 5.3614, -1.5758], [7.1067, 4.0237, -1.1316], [5.6906, 4.1267, -1.2898], [5.3245, 5.4878, -1.5220], [6.5820, 7.2632, -1.7451], [6.5948, 6.5444, -0.1310], [7.8377, 5.3679, -2.6570], [8.6345, 5.5890, -1.0956], [7.3306, 3.8257, -0.0780], [7.4689, 3.1833, -1.7251], [5.0340, 5.6019, -2.5725], [4.4647, 5.7343, -0.8983], [-5.6053, -5.0993, 2.1016], [-5.6300, -5.6203, 0.6659], [-6.0723, -4.3817, -0.1028], [-5.5628, -3.2602, 0.6213], [-5.0900, -3.6799, 1.9044], [-4.9763, -5.6846, 2.7703], [-6.6172, -5.0822, 2.5120], [-4.6251, -5.9191, 0.3584], [-6.2972, -6.4675, 0.5163], [-7.1639, -4.3082, -0.1455], [-5.6859, -4.3504, -1.1232], [-3.9948, -3.6494, 1.9033], [-5.4525, -2.9825, 2.6598]],
  "forces_ev_per_a": [[0.07, -0.20, 0.21], [-0.52, -0.06, 0.08], [0.20, 0.30, 0.03], [0.56, 0.22, 0.18], [-0.17, -0.09, -0.13], [0.25, 0.07, -0.10], [0.01, -0.15, -0.16], [-0.13, 0.12, 0.88], [-0.32, 0.39, -0.63], [0.20, -0.22, 0.11], [0.10, -0.29, 0.20], [-0.09, 0.19, -0.15], [-0.04, -0.14, -0.37], [0.11, -0.08, -0.07], [-0.13, -0.08, -0.13], [0.09, 0.06, 0.08], [-0.02, 0.06, 0.09], [-0.05, 0.05, -0.02], [0.00, -0.05, 0.01], [0.06, -0.04, 0.02], [-0.14, 0.01, 0.03], [0.23, 0.04, -0.14], [-0.05, 0.04, 0.03], [0.03, 0.08, -0.11], [0.12, 0.09, -0.06], [0.03, 0.06, -0.12], [-0.02, -0.03, -0.06], [-0.12, -0.16, 0.06], [0.05, -0.04, -0.04], [-0.16, -0.25, -0.21], [0.01, 0.04, 0.00], [0.04, 0.04, 0.04], [0.00, 0.01, 0.08], [-0.05, -0.08, 0.03], [-0.22, 0.03, 0.09], [0.21, -0.07, -0.22], [-0.08, 0.08, 0.30], [-0.02, 0.03, 0.03], [0.04, 0.03, 0.03], [-0.03, -0.03, -0.02], [-0.01, -0.01, 0.00], [0.03, 0.02, -0.03], [0.06, -0.07, 0.02], [-0.15, 0.04, 0.08], [0.07, -0.02, 0.03], [-0.05, 0.00, -0.03], [0.06, -0.02, -0.01], [0.04, -0.03, 0.02], [-0.07, 0.05, 0.08], [-0.03, 0.01, 0.00], [0.00, 0.00, -0.01], [0.00, 0.01, 0.00], [0.01, 0.00, 0.00], [-0.02, -0.01, 0.03], [0.01, 0.02, -0.01], [0.00, -0.01, -0.04], [0.00, 0.04, 0.00], [0.02, -0.01, 0.06], [-0.02, 0.01, -0.06], [0.00, 0.02, 0.06], [-0.01, -0.05, -0.01], [0.01, -0.01, -0.05], [0.01, 0.00, -0.02], [-0.01, 0.00, 0.00], [0.00, -0.01, 0.00], [-0.01, 0.01, 0.02], [0.03, 0.00, -0.01], [-0.03, -0.01, 0.00], [0.00, 0.03, 0.01], [-0.01, -0.03, 0.00], [-0.07, 0.01, -0.01], [0.07, 0.00, 0.00], [-0.04, 0.00, 0.05], [0.00, 0.02, -0.05], [0.09, -0.03, 0.00], [0.01, -0.01, -0.01], [0.00, 0.00, 0.00], [0.00, 0.00, -0.01], [-0.01, 0.00, 0.01], [0.00, -0.03, -0.02], [0.00, 0.04, -0.01], [0.00, 0.00, 0.03], [-0.01, 0.03, -0.03]],
  "mulliken_charge": [-1.616, 0.882, -1.621, 1.093, -1.679, -1.192, -0.460, 0.086, -0.435, 0.469, -0.511, -0.343, 0.243, -1.152, 0.193, -0.606, 0.274, -0.603, -0.704, -0.509, -0.788, 0.593, 0.384, 0.446, 0.333, 0.273, 0.219, 0.338, 0.460, 0.053, 0.270, 0.422, 0.398, 0.415, 0.456, 0.406, 0.394, 0.452, 0.528, 0.492, 0.411, 0.396, 0.465, 0.317, -0.445, -0.541, -0.508, -0.432, -0.109, 0.260, 0.304, 0.264, 0.345, 0.279, 0.276, 0.132, 0.185, -0.602, -0.545, -0.477, -0.303, -0.438, 0.334, 0.281, 0.267, 0.334, 0.289, 0.267, 0.305, 0.284, -0.585, -0.557, -0.381, -0.324, -0.197, 0.332, 0.269, 0.246, 0.359, 0.312, 0.233, 0.066, 0.280],
  "homo_energy_ev": -9.03,
  "charge": 0,
  "gap_ev": 9.32,
  "lumo_ev": 0.296,
  "smiles": "CC(C)[C@H](C)CO[C@@H]1OC(=O)O[C@H]1CC(=O)c1ccccc1.C1CCOC1.C1CCOC1.C1CCOC1"
}


{
  "formula": "C4H4O2",
  "method": "ωB97M-V/def2-TZVPD",
  "symbols": ["C", "C", "C", "C", "O", "O", "H", "H", "H", "H"],
  "coordinates": [[1.1353, -0.0741, 0.3788], [-0.0410, 0.0643, -0.1710], [-0.1577, -1.5969, 1.0671], [-0.6992, 1.0520, -0.9808], [-0.8653, -2.3272, 1.6581], [1.1321, -1.2606, 1.0678], [2.1799, 0.3358, 0.2925], [-0.2579, 1.8829, -0.7000], [-1.6652, 1.1800, -0.6018], [-0.7610, 0.7439, -2.0107]],
  "forces_ev_per_a": [[1.51, 0.38, -1.18], [-0.20, -2.58, 1.89], [-1.49, 2.51, -1.81], [-1.67, -3.63, -0.68], [1.33, 0.59, -0.72], [1.28, -2.30, 2.49], [-1.50, -0.09, 0.09], [2.45, 4.66, 0.10], [-1.90, 0.02, 0.30], [0.20, 0.45, -0.48]],
  "mulliken_charge": [0.047, -0.020, 0.490, -1.200, -0.392, -0.258, 0.305, 0.419, 0.322, 0.288],
  "e_above_lowest_kj_mol": 319.6,
  "homo_energy_ev": -9.33,
  "charge": 0,
  "gap_ev": 10.32,
  "lumo_ev": 0.993
}


{
  "formula": "C5H12O2",
  "method": "ωB97M-V/def2-TZVPD",
  "symbols": ["C", "O", "C", "C", "C", "C", "O", "H", "H", "H", "H", "H", "H", "H", "H", "H", "H", "H", "H"],
  "coordinates": [[-2.2408, 1.5571, -0.3391], [-1.4201, 0.4526, -0.5285], [-0.2199, 0.7163, 0.1160], [0.7992, -0.3901, -0.2785], [2.1576, 0.0190, 0.2688], [0.4863, -1.8502, 0.1711], [-0.6509, -2.4284, -0.4262], [-2.5939, 1.6222, 0.7050], [-1.4566, 2.4739, -0.4572], [-3.1060, 1.3917, -1.0110], [-0.0783, 1.9549, -0.1548], [-0.3621, 0.7627, 1.2143], [0.8189, -0.4348, -1.3755], [2.9522, -0.6512, -0.0718], [2.1507, 0.0037, 1.3668], [2.3866, 1.0377, -0.0548], [1.3277, -2.4971, -0.1323], [0.4387, -1.9179, 1.2730], [-1.3895, -1.8222, -0.2851]],
  "forces_ev_per_a": [[0.45, 1.03, -0.01], [-0.17, -0.33, 0.13], [0.49, 1.17, -0.10], [0.03, 0.42, -0.05], [0.17, 0.04, 0.03], [0.24, 0.43, 0.18], [-0.26, 0.21, 0.06], [0.00, 0.01, -0.21], [-2.68, -1.15, -0.40], [0.55, 0.91, 0.21], [1.18, -3.28, 0.47], [0.08, -0.20, -0.15], [0.06, 0.18, 0.13], [-0.08, 0.11, 0.03], [0.03, 0.02, -0.17], [0.15, -0.12, 0.07], [-0.19, 0.41, 0.05], [-0.08, 0.17, -0.14], [0.02, -0.04, -0.13]],
  "mulliken_charge": [-0.578, -0.274, -0.633, 0.759, -1.579, -0.726, -0.527, 0.287, 0.260, 0.232, 0.156, 0.307, 0.171, 0.415, 0.355, 0.392, 0.321, 0.304, 0.359],
  "e_above_lowest_kj_mol": 226.5,
  "homo_energy_ev": -10.01,
  "charge": 0,
  "gap_ev": 10.96,
  "lumo_ev": 0.946,
  "smiles": "COC[C@@H](C)CO"
}


Table of calculated total energy (eV), in record order: -94827.287, -47198.085, -8303.765, -9472.788